A 25-piece molecular cluster, C43H141N39O25 overall, computed with ωB97M-V with the def2-TZVPD basis set.

Summary:
Energy, eV: -156197.4378
Molecular weight, g/mol: 1604.85
Lowest unoccupied orbital energy, Eh: -0.0027
Frontier orbital gap, Eh: 0.320

Last column: Mulliken charge in e.
Cartesian coordinates (Å):
C -1.12800 1.68147 -4.50159  0.331
O -1.63225 0.59561 -4.22548  -0.655
N -1.52364 2.84072 -3.89435  0.737
N -0.09737 1.75498 -5.38892  0.076
H -2.26169 2.77405 -3.16189  -0.100
H -1.12000 3.75968 -4.17943  -0.226
H 0.44596 0.90716 -5.37417  -0.005
H 0.30593 2.69143 -5.44286  -0.120
C -3.92836 2.88379 -0.83948  0.101
O -3.31443 2.15944 -1.67922  -0.408
N -4.35598 2.49979 0.42196  0.367
N -4.37976 4.15712 -1.07589  -0.472
H -4.86783 3.21722 0.98288  0.373
H -4.34816 1.54333 0.68121  -0.606
H -3.79934 4.65093 -1.76909  0.102
H -4.52717 4.72127 -0.26912  0.404
C 1.21566 0.18843 5.16481  0.230
O 2.31743 0.31577 4.64096  -0.701
N 1.18727 0.42818 6.53864  -0.391
N 0.13925 -0.19924 4.54198  0.463
H 2.09928 0.10588 6.97299  0.336
H 0.39249 0.12577 7.13327  0.112
H 0.18869 -0.60145 3.61102  -0.248
H -0.69411 -0.40766 5.13815  -0.028
C -5.68416 -0.97498 0.94642  0.414
O -5.91675 -0.30948 1.98181  -0.794
N -6.65969 -1.16558 0.05042  -0.337
N -4.43423 -1.46837 0.65250  1.545
H -7.49722 -0.62220 0.23537  0.291
H -6.38684 -1.51658 -0.81000  0.160
H -4.39919 -2.17726 -0.09930  0.025
H -3.65769 -1.45402 1.30668  -1.289
C -2.25998 -4.12907 3.61664  0.177
O -1.37327 -4.74380 3.09458  -0.533
N -2.34251 -3.99812 4.98821  -0.400
N -3.30390 -3.58179 2.92224  0.204
H -1.48775 -3.98246 5.50963  0.213
H -3.12457 -3.51923 5.35091  0.283
H -3.42173 -3.91563 1.99471  0.094
H -4.04697 -2.99224 3.26087  -0.029
C -0.28905 3.80475 4.22370  0.271
O -0.54215 4.94929 3.89670  -0.618
N 0.30545 2.87299 3.41986  0.360
N -0.65089 3.31281 5.46020  -0.186
H 0.34550 1.94178 3.66698  0.168
H 0.32582 3.10826 2.45265  -0.333
H -0.27103 2.43657 5.82590  0.057
H -0.92967 3.94600 6.17784  0.277
C -0.43559 6.88721 -3.98525  0.152
O -1.06616 5.84245 -3.75172  -0.352
N -0.83072 8.13133 -3.43953  -0.415
N 0.60569 6.95216 -4.81226  -0.213
H -1.50905 8.11468 -2.69065  0.287
H -0.15690 8.89130 -3.26898  0.199
H 1.11300 7.81576 -4.90655  0.193
H 0.94985 6.04936 -5.18534  0.188
C -5.32842 2.23181 4.12917  0.390
O -5.17010 3.16621 4.89806  -0.822
N -6.32014 2.25192 3.14593  -0.269
N -4.61623 1.04864 4.21302  0.234
H -6.32633 1.48087 2.47341  0.285
H -6.82992 3.08930 3.00537  0.224
H -3.79950 0.95880 4.85748  -0.181
H -4.72914 0.29345 3.54912  0.091
C -3.94230 -1.43934 -2.75304  0.350
O -4.71932 -2.23559 -2.20711  -0.797
N -3.91693 -0.15783 -2.40422  -0.063
N -3.07958 -1.90631 -3.75417  -0.240
H -3.84835 0.19049 -1.41425  -0.027
H -3.25409 0.46173 -2.93823  0.297
H -2.59270 -1.17966 -4.16581  0.351
H -3.31773 -2.80302 -4.05474  0.217
C 3.32421 0.51092 0.88819  -0.088
O 3.09433 0.06225 -0.23277  0.087
N 4.45204 0.35233 1.66389  -0.186
N 2.20085 1.02312 1.52198  1.213
H 5.27847 0.04058 1.16918  0.070
H 4.56401 0.81911 2.54666  0.239
H 1.29898 1.16871 1.03473  -1.116
H 2.29943 0.97178 2.51959  -0.132
C -2.61952 0.90632 7.56544  0.382
O -2.26048 0.53431 6.43538  -0.258
N -2.14414 0.41205 8.72188  -0.541
N -3.50622 1.90618 7.69179  -0.381
H -2.81859 0.37339 9.46914  0.240
H -1.70931 -0.47879 8.51194  0.269
H -3.99351 2.27279 6.91543  0.090
H -4.03441 2.08915 8.60695  0.228
C 5.88836 -2.63516 0.64605  0.473
O 6.77629 -1.73432 0.61948  -0.719
N 4.64485 -2.36728 0.25000  0.913
N 6.08252 -3.90782 1.11350  -0.336
H 4.34194 -1.49777 -0.18635  -0.733
H 3.95935 -3.11010 0.15775  -0.247
H 5.25353 -4.39553 1.39963  0.204
H 6.89430 -3.92414 1.68432  0.281
C 2.81544 3.18600 -4.98074  0.350
O 2.24130 4.21922 -5.46618  -0.739
N 2.65447 2.90827 -3.64288  0.716
N 3.45165 2.25158 -5.64458  -0.244
H 3.13468 2.06378 -3.26821  -0.313
H 2.23253 3.54294 -2.97849  -0.272
H 3.25247 2.21941 -6.63668  0.276
H 3.95096 1.55022 -5.11468  0.052
C -3.92472 5.59899 2.46171  0.557
O -4.73729 5.09576 1.67756  -0.846
N -2.82377 6.19205 1.93506  -0.257
N -4.11004 5.68585 3.81183  -0.535
H -2.75366 6.02685 0.93674  0.115
H -2.03836 6.31280 2.55670  0.222
H -4.49507 4.82991 4.29825  0.384
H -3.36954 6.00989 4.38054  0.277
C -6.24129 -2.85649 5.09333  0.578
O -5.04020 -2.77642 5.13297  -0.665
N -6.83444 -3.96327 5.69020  -0.457
N -7.08133 -1.99401 4.49683  -0.339
H -6.18268 -4.53148 6.21883  0.228
H -7.76221 -4.34358 5.63923  0.150
H -6.66252 -1.40874 3.80137  0.207
H -8.05191 -2.22104 4.48053  0.199
C 2.87516 -4.47491 2.80785  0.536
O 3.85998 -5.14872 2.33160  -0.760
N 1.64478 -5.00226 2.84714  0.031
N 3.09940 -3.27636 3.40002  -0.296
H 0.70059 -4.65998 3.02322  0.019
H 1.72264 -5.93879 2.48927  0.167
H 3.87525 -2.72124 3.15697  0.259
H 2.34315 -2.66100 3.64438  0.022
C -2.62695 -4.81001 -0.54801  -0.025
O -2.80678 -3.69175 0.03057  -0.479
N -3.24169 -4.99713 -1.69077  -0.400
N -1.77003 -5.75740 -0.03101  0.060
H -3.95903 -4.23895 -1.88510  0.212
H -3.67182 -5.94583 -1.82775  0.240
H -1.43409 -5.53789 0.89892  -0.223
H -1.41443 -6.58569 -0.44119  0.212
C -0.99956 4.28292 -0.37463  3.056
C -0.83962 5.74194 -0.49372  -1.930
O -2.01320 6.37153 -1.09606  -0.673
H -0.09749 3.76304 -0.06727  -0.457
H -1.14159 3.78578 -1.31980  -0.662
H -1.78708 3.96570 0.35029  0.032
H -0.00151 5.96694 -1.17290  0.347
H -0.63929 6.22773 0.48002  0.191
H -1.88411 6.12107 -2.03176  0.172
C -2.31705 4.21883 -6.97842  -0.596
C -3.00689 5.40336 -6.34901  0.239
O -2.38077 6.65160 -6.62702  -0.634
H -2.69869 4.09496 -8.03441  0.385
H -2.56801 3.29991 -6.47272  0.069
H -1.22942 4.41016 -6.96466  0.121
H -3.01143 5.22867 -5.28070  -0.229
H -4.06795 5.47240 -6.63402  0.357
H -1.95530 6.96880 -5.83290  0.365
C 1.70644 -1.12398 -7.73740  -1.408
C 2.49949 -1.16713 -6.40302  -0.145
O 1.65645 -0.76502 -5.36915  -0.025
H 2.44020 -1.38280 -8.49415  0.411
H 1.26188 -0.13667 -7.89370  0.297
H 0.85798 -1.81420 -7.79914  0.280
H 3.44885 -0.52490 -6.45071  0.139
H 2.74977 -2.19562 -6.24571  0.554
H 1.97058 -1.05418 -4.48389  -0.006
C 2.23938 7.05910 2.19685  -1.632
C 2.26190 5.95426 1.20138  2.670
C 3.24427 6.38664 0.08274  -1.332
O 3.18907 5.50312 -1.02473  0.054
C 3.48744 6.08739 -2.32846  -0.520
N 2.76812 4.71420 1.76042  -0.603
H 1.83974 7.97707 1.75100  0.375
H 3.25904 7.27478 2.50948  0.423
H 1.50600 6.85606 3.02188  0.280
H 1.27010 5.84913 0.74136  -1.330
H 4.25639 6.23029 0.53961  0.325
H 3.13086 7.43109 -0.27568  0.437
H 4.54317 6.26909 -2.27956  0.350
H 3.03735 7.11954 -2.42550  0.233
H 3.15572 5.41584 -3.12774  -0.089
H 2.13697 4.20244 2.41481  0.031
H 3.03680 4.02256 1.06590  0.266
C 1.45342 -3.90593 -4.24661  -1.522
C 1.32225 -3.08664 -3.00556  0.424
C 0.88017 -3.97824 -1.86932  0.824
O 2.07664 -4.70953 -1.54554  -0.527
C 2.08210 -5.35315 -0.27747  -0.023
N 2.52042 -2.27749 -2.80439  0.219
H 0.53324 -4.49715 -4.40244  0.514
H 2.27529 -4.54498 -4.18586  0.437
H 1.55582 -3.23467 -5.12196  -0.103
H 0.47196 -2.42846 -3.21015  -0.190
H 0.02340 -4.63249 -2.15141  0.225
H 0.62145 -3.44931 -0.96057  -0.581
H 1.65162 -4.76381 0.53161  -0.392
H 3.12678 -5.49800 -0.07617  0.546
H 1.53950 -6.33592 -0.24182  0.072
H 2.38253 -1.57858 -2.10276  -0.230
H 3.35869 -2.83634 -2.59988  0.265
C 5.55986 0.94304 -1.85127  -0.876
C 6.00835 0.25946 -3.08389  0.216
C 6.84502 -0.92589 -2.63313  -0.311
O 7.16037 -1.75102 -3.78340  -0.389
C 7.81447 -2.91370 -3.40211  -0.812
N 4.91729 -0.10375 -3.93872  -0.052
H 5.05373 0.22183 -1.21085  0.194
H 4.83658 1.72695 -2.07698  -0.190
H 6.36118 1.45657 -1.35707  0.626
H 6.62391 0.96417 -3.70858  0.381
H 6.27743 -1.46452 -1.88963  -0.255
H 7.74485 -0.55799 -2.15022  0.489
H 8.03620 -3.45013 -4.35226  0.251
H 7.15665 -3.46676 -2.80360  0.328
H 8.69815 -2.72744 -2.80851  0.330
H 5.33016 -0.58005 -4.72729  0.356
H 4.24700 -0.68105 -3.49311  -0.244
C -1.67816 0.18916 1.67291  -0.709
C -0.96395 -1.02276 1.01963  1.620
C -0.49609 -0.60680 -0.34519  -0.047
O 0.02770 0.69429 -0.33601  2.569
C 0.12845 1.18845 -1.65938  0.194
N 0.18858 -1.57099 1.74101  0.760
H -0.95254 0.99703 1.86560  -0.759
H -2.16742 -0.07342 2.64386  0.177
H -2.32717 0.69262 0.97187  -0.287
H -1.57654 -1.92121 0.84905  -0.027
H -1.26249 -0.59391 -1.10014  -0.392
H 0.27990 -1.27824 -0.69648  -0.559
H -0.81187 1.46513 -2.11280  -0.253
H 0.55490 0.33741 -2.26269  -0.519
H 0.84338 2.00082 -1.66666  -0.101
H 0.22691 -2.55418 1.68999  -0.548
H 0.98995 -1.16665 1.34961  -0.347
C -0.38928 -9.91193 1.44006  -1.570
C 0.53050 -9.13533 2.27053  0.673
C 1.90513 -9.22451 1.65540  -0.731
O 2.92057 -8.71600 2.49003  -0.364
C 4.22502 -8.64289 1.90309  -0.711
N 0.05780 -7.73669 2.27395  -0.215
H -0.91127 -10.61488 2.01651  0.353
H -0.01300 -10.40118 0.54794  0.398
H -1.14185 -9.23796 1.07310  0.398
H 0.62947 -9.50682 3.34912  0.344
H 1.86198 -8.61368 0.71494  0.179
H 2.15499 -10.32281 1.43623  0.467
H 4.34268 -9.34286 1.06562  0.382
H 4.99228 -8.92331 2.61122  0.295
H 4.43845 -7.65355 1.53971  0.145
H -0.19897 -7.44238 3.22737  0.152
H -0.84802 -7.64625 1.76395  -0.092